310
Properties=species:S:1:pos:R:3 method="wB97M-V/def2-TZVPD" orbital_gap_ev=9.33 lumo_energy_ha=-0.09394 e_tot_ha=-16201.87342 charge=+2 homo_energy_ev=-11.88
H -19.03 0.94 23.27
H -8.99 -2.84 23.03
H -4.92 -3.51 28.54
C -8.42 -8.30 30.81
H -12.60 -4.78 27.72
C -21.50 0.77 32.01
C -18.62 -1.62 23.26
H -10.11 -8.54 32.77
H -15.73 -11.83 29.28
H -9.53 -10.00 33.56
C -5.27 -3.69 31.22
H -14.21 -2.72 34.70
H -4.40 -3.15 31.65
C -22.96 3.20 32.33
H -11.23 2.28 27.85
H -11.46 1.82 29.51
C -24.03 2.63 28.67
N -17.24 -9.03 30.51
C -13.50 -4.40 35.95
H -10.70 -4.87 28.79
H -10.13 -2.47 24.30
F -12.23 -2.00 32.34
H -19.08 0.40 21.59
H -23.00 4.27 32.33
H -14.63 3.35 29.49
H -8.26 -5.56 23.16
H -9.29 -1.71 33.85
H -12.18 -7.08 30.77
H -19.74 -6.05 29.25
C -11.99 1.85 28.56
C -10.53 -6.79 24.25
H -16.77 -3.52 31.35
F -13.91 -5.52 25.20
H -12.54 -1.86 26.82
H -11.95 -3.45 34.12
N -19.75 -3.81 23.67
H -12.20 0.68 23.59
C -17.34 -8.20 32.91
H -16.23 1.38 28.06
N -12.02 -4.13 36.12
C -21.20 -3.43 24.04
H -20.41 -8.34 29.35
H -14.81 0.94 29.18
C -10.87 -3.05 29.87
F -9.85 -9.80 24.85
H -12.17 -2.74 37.69
H -11.63 -10.90 30.50
H -21.43 -0.36 31.78
N -9.30 -1.81 27.15
C -9.25 -9.12 32.99
C -6.50 -1.51 30.84
H -4.84 -4.61 30.86
H -7.12 -10.66 31.00
H -11.55 -0.20 28.09
H -16.76 -8.20 33.83
H -17.93 -5.85 28.80
H -23.52 0.69 31.30
H -5.67 -2.05 28.24
C -5.09 -2.53 29.00
C -15.63 -10.98 30.04
H -14.10 -1.41 26.16
H -20.67 0.87 22.24
C -22.22 -4.56 23.83
H -17.94 -0.94 23.81
H -18.44 -8.30 33.06
C -24.12 2.72 33.18
O -15.62 -5.12 30.58
C -19.67 -3.98 22.18
H -13.31 -3.58 30.98
H -14.26 2.12 26.96
H -15.57 -11.35 31.02
H -15.04 -0.70 35.81
F -21.29 -3.30 27.55
C -14.48 1.01 26.96
C -6.35 -7.77 24.14
C -17.00 -10.27 29.74
C -13.44 -1.22 26.96
C -11.53 -3.17 35.05
H -14.87 -4.78 32.43
H -11.13 -6.74 37.38
H -20.41 -4.78 21.93
As -13.60 -0.90 32.14
H -17.04 -10.12 28.71
N -22.84 2.65 30.95
H -9.45 0.18 33.67
F -15.27 -2.52 24.15
O -20.30 1.38 31.78
H -18.10 -5.41 21.63
H -6.54 -1.77 33.11
H -23.12 -4.20 24.29
F -19.06 -0.79 28.70
O -14.03 -7.34 33.79
C -13.22 -4.59 28.59
C -10.06 -2.97 23.39
H -19.01 0.61 33.25
H -22.41 -4.91 22.81
H -14.95 0.70 26.07
H -21.98 0.75 33.02
H -11.68 -4.33 23.61
H -21.40 -2.50 23.45
H -12.35 -6.79 27.61
H -23.90 2.91 34.26
C -12.66 -6.67 29.80
H -11.06 -9.34 29.89
H -8.33 -4.22 24.25
F -12.48 0.29 31.55
H -15.30 -8.22 30.35
F -18.81 -2.91 27.42
H -9.77 -3.32 38.68
F -13.79 -1.60 30.57
H -8.99 -7.55 34.31
F -11.65 -11.46 25.40
C -19.69 0.40 22.53
O -11.93 -7.51 33.29
H -19.28 -9.50 30.87
C -11.67 -6.74 36.44
H -10.28 -3.84 25.81
H -18.83 -7.72 31.03
H -17.79 -3.17 24.39
H -10.48 -6.94 22.02
H -10.55 -4.85 22.26
H -16.70 -3.71 29.64
H -20.96 3.24 30.97
H -18.10 -1.99 22.35
H -15.38 -3.41 35.69
H -13.79 1.00 24.17
C -12.04 -7.28 28.56
As -14.68 -4.08 24.72
N -10.03 -5.37 24.36
F -14.64 -2.24 32.70
O -9.81 -5.42 32.64
H -15.80 -9.39 32.05
H -10.61 -5.16 30.58
H -12.35 1.86 25.78
H -8.00 -5.79 26.20
H -5.95 -5.41 29.09
O -13.49 -8.55 32.11
H -19.53 -9.48 28.40
H -9.50 -4.55 37.51
C -14.56 -5.24 31.47
O -7.69 -5.50 32.29
H -20.04 -5.88 24.43
H -18.27 1.42 31.82
H -14.57 -0.47 37.50
C -12.43 0.47 28.25
O -10.25 -1.66 26.35
F -11.89 -10.30 27.64
H -9.07 -7.56 22.80
C -14.87 -1.24 36.78
H -11.37 0.36 25.89
C -6.93 -4.94 28.92
O -8.59 -2.82 27.11
C -7.19 -1.77 32.20
H -14.82 -10.28 29.79
C -22.59 1.20 31.03
H -7.65 -3.91 30.63
H -9.73 -2.80 37.05
H -10.53 -8.50 22.98
H -7.62 -2.76 32.24
C -18.97 -6.21 28.48
C -10.61 -4.40 23.28
H -7.17 -8.90 26.86
C -24.11 2.99 30.12
H -6.73 -7.67 23.14
F -13.46 -0.52 33.82
C -8.50 -5.26 24.17
C -9.62 -10.49 30.99
C -8.31 -8.61 29.29
F -13.07 -3.32 24.88
C -15.35 0.75 28.27
F -14.91 0.18 31.79
C -11.32 -5.47 35.66
F -20.38 -1.23 26.54
H -12.34 -8.30 28.47
N -13.19 0.23 26.96
H -6.70 -5.37 25.16
As -10.94 -10.11 26.24
O -19.88 -0.96 23.01
H -21.98 2.94 32.84
H -5.94 -3.85 32.04
N -5.92 -2.81 30.26
H -25.03 3.04 28.33
C -16.10 -3.74 30.51
H -19.33 -4.80 25.55
H -14.35 -6.29 31.59
H -10.95 -7.18 28.61
H -7.83 -11.18 32.59
H -11.55 -2.54 29.19
H -14.23 -5.03 28.46
F -9.81 -11.20 26.98
H -10.67 -2.40 22.68
C -10.16 -7.45 22.94
H -9.11 -9.28 28.94
F -16.25 -4.83 24.56
C -7.17 -3.68 29.71
H -9.18 -7.53 31.09
O -7.07 -9.24 28.98
H -11.69 -5.56 34.66
H -12.55 -4.97 31.89
C -11.08 -4.58 29.82
H -19.08 -0.21 31.58
H -24.22 4.09 30.21
H -7.46 -7.93 31.17
C -12.35 0.75 25.81
C -19.39 -4.99 24.46
H -15.59 -0.29 28.23
C -11.63 -3.68 37.55
H -13.06 4.01 30.10
H -11.51 -7.56 35.77
C -8.33 -8.21 33.74
C -8.84 -0.73 33.63
H -7.44 -10.53 27.38
H -17.83 -11.02 30.01
C -6.88 -9.63 27.62
H -7.60 -8.67 34.46
C -21.72 3.28 30.25
H -22.10 4.27 29.94
H -12.19 -4.41 38.15
C -7.62 -5.96 25.25
O -13.00 2.75 28.50
H -11.52 -5.06 25.74
As -20.18 -1.98 28.10
H -3.30 -1.70 28.25
H -15.81 -1.63 37.29
C -10.06 -3.61 37.73
H -17.98 -4.02 20.75
F -12.02 -8.90 25.64
H -13.88 -4.89 36.90
H -25.09 3.25 33.06
H -13.17 -3.52 28.82
O -9.05 -0.87 28.03
H -9.83 -2.99 29.68
H -7.78 -2.94 29.18
C -14.31 -3.16 35.65
H -6.74 -9.67 32.40
H -15.22 -3.13 30.48
H -13.07 0.07 29.06
F -21.56 -1.02 28.71
H -16.58 -7.12 30.67
O -8.14 -0.76 32.36
H -6.99 -4.64 27.87
O -7.36 -7.38 25.09
C -18.78 -2.75 24.16
H -9.97 -5.53 26.47
H -12.73 -6.79 36.54
H -5.45 -7.14 24.24
H -13.75 -6.82 29.89
N -8.68 -4.97 32.88
H -9.22 -10.83 30.03
C -13.58 3.11 29.71
H -21.12 -3.10 25.09
C -3.80 -1.73 29.23
H -5.65 -0.86 30.99
C -19.07 0.71 32.13
H -7.80 -7.47 33.09
F -15.11 -3.58 26.35
C -12.90 0.43 24.36
O -18.82 -7.63 28.10
H -13.92 -1.49 27.92
F -20.13 -2.83 29.55
F -14.36 -4.42 23.05
H -6.05 -8.75 24.25
H -10.10 -7.45 25.01
H -21.36 2.72 29.41
C -13.21 -4.66 31.05
H -8.04 -0.49 34.40
H -19.18 -5.73 27.55
H -22.19 0.95 30.05
H -9.68 -11.42 31.56
H -17.03 -7.24 32.52
H -23.28 3.27 28.15
H -5.78 -9.76 27.57
H -19.10 -2.42 25.19
C -7.48 -10.36 31.97
H -24.33 1.63 33.15
H -18.41 -5.40 24.24
H -24.02 1.59 28.40
H -10.24 -5.36 35.63
H -11.02 -2.73 30.88
H -17.51 -3.94 22.46
H -3.91 -0.77 29.68
H -17.42 -10.21 32.20
H -8.55 -7.74 28.63
H -24.89 2.52 30.72
H -21.92 -5.39 24.50
H -3.09 -2.33 29.89
H -13.52 -5.09 35.12
C -16.35 -7.97 30.03
C -10.45 -4.89 25.69
H -11.65 -9.56 31.63
O -8.45 -4.08 33.70
C -16.89 -9.31 31.91
H -11.58 -6.86 24.31
H -7.25 -1.08 30.12
C -11.10 -10.00 30.77
C -18.22 -4.34 21.75
H -7.78 -5.66 29.06
H -13.22 -0.60 24.29
H -20.05 -3.03 21.78
H -13.67 2.40 30.51
C -18.72 -8.64 30.47
O -13.93 -2.24 36.71
N -12.55 -5.15 29.81
N -13.13 -7.83 33.07
H -10.40 -3.26 35.01
H -16.40 -7.86 28.98
F -10.10 -8.83 27.04
N -8.71 -9.56 31.68
C -19.36 -8.53 29.08
H -11.85 -2.16 35.31